No. 1
Formula: C5H11NO
Source: the OMol25 dataset
Level of theory: ωB97M-V/def2-TZVPD

* relative energy (zero: lowest compared OMol25 entry of this formula, charge and spin): 6.56 kJ/mol
* strongest force on any atom: 0.0238 Eh/bohr
* E: -327.1288 hartree

Last column: natural (NBO) charge in e.
CARTESIAN COORDINATES (ANGSTROEM)
C1 -1.33 0.26 -1.26  -0.6261
C2 -0.63 -0.89 -0.47  -0.2065
C3 -0.42 -2.10 -1.36  -0.6037
C4 0.75 -0.45 0.06  -0.4949
C5 0.72 0.88 0.80  0.6793
N1 0.43 0.79 2.13  -0.8297
O1 0.91 1.95 0.25  -0.6188
H1 -0.70 1.13 -1.36  0.2368
H2 -1.60 -0.11 -2.25  0.2056
H3 -2.27 0.52 -0.76  0.2110
H4 -1.24 -1.14 0.39  0.1933
H5 0.31 -1.94 -2.14  0.2072
H6 -1.35 -2.43 -1.83  0.2111
H7 -0.06 -2.99 -0.81  0.2048
H8 1.16 -1.20 0.74  0.2059
H9 1.46 -0.35 -0.76  0.2293
H10 0.27 1.64 2.64  0.4048
H11 0.25 -0.10 2.55  0.3907

***

No. 2
Formula: CH3BrClN3
Source: the OMol25 dataset
Level of theory: ωB97M-V/def2-TZVPD

* relative energy (zero: lowest compared OMol25 entry of this formula, charge and spin): 260.85 kJ/mol
* strongest force on any atom: 0.1198 Eh/bohr
* E: -3238.1790 hartree

Last column: natural (NBO) charge in e.
CARTESIAN COORDINATES (ANGSTROEM)
C1 1.37 0.20 0.03  0.4202
N1 0.57 1.15 0.23  -0.7690
N2 1.43 -1.02 -0.22  -0.8109
N3 -2.50 0.35 0.84  -0.4548
Cl1 -2.30 1.61 -0.24  0.2108
Br1 -2.21 -1.27 0.15  0.2442
H1 0.86 2.11 0.00  0.3868
H2 2.26 -1.63 -0.18  0.4194
H3 0.52 -1.49 -0.60  0.3532

***

No. 3
Formula: C33H50B2N12Ta
Source: the OMol25 dataset
Level of theory: ωB97M-V/def2-TZVPD

* net charge: +3
* strongest force on any atom: 0.0222 Eh/bohr
* E: -2050.5750 hartree

Last column: Löwdin charge in e.
CARTESIAN COORDINATES (ANGSTROEM)
Ta1 0.07 -0.32 0.56  2.1558
C1 1.88 2.03 3.76  0.0409
C2 1.41 1.91 2.48  -0.0936
N1 0.94 0.64 2.28  -0.1110
N2 1.12 -0.03 3.46  0.0058
C3 1.67 0.78 4.34  0.0242
B1 0.69 -1.49 3.69  -0.5099
N3 -0.80 -1.62 3.36  -0.0072
C4 -1.72 -2.33 4.01  0.0095
C5 -2.78 -2.60 3.16  0.0168
C6 -2.42 -2.01 1.96  -0.0877
N4 -1.22 -1.40 2.08  -0.0965
N5 1.36 -2.38 2.64  -0.0076
C7 1.89 -3.59 2.82  0.0098
C8 1.93 -4.25 1.60  0.0169
C9 1.40 -3.35 0.69  -0.0871
N6 1.07 -2.20 1.33  -0.0964
H1 2.31 2.91 4.22  0.1370
H2 1.39 2.65 1.71  0.0668
H3 1.89 0.43 5.34  0.1597
H4 0.94 -1.84 4.80  0.1458
H5 -1.57 -2.61 5.05  0.1557
H6 -3.68 -3.15 3.37  0.1318
H7 -2.96 -2.00 1.03  0.1097
H8 2.19 -3.93 3.80  0.1559
H9 2.29 -5.25 1.40  0.1321
H10 1.24 -3.47 -0.36  0.1103
C10 -1.17 1.05 -4.71  0.0202
C11 -0.60 1.43 -3.38  -0.2168
C12 -0.05 2.63 -2.99  0.0648
C13 0.34 2.49 -1.66  -0.1845
N7 0.03 1.23 -1.23  0.0064
N8 -0.55 0.60 -2.33  0.0260
B2 -1.04 -0.84 -2.29  -0.5158
N9 0.20 -1.70 -1.94  0.0442
N10 1.13 -1.16 -1.06  -0.0935
C14 2.36 -1.66 -1.38  -0.2130
C15 2.19 -2.55 -2.42  0.0698
C16 0.83 -2.56 -2.75  -0.2160
C17 0.14 -3.33 -3.82  0.0294
C18 3.67 -1.17 -0.80  -0.5204
C19 3.47 -0.35 0.47  -0.0425
C20 4.28 -0.26 -1.89  -0.0059
C21 4.63 -2.33 -0.51  -0.0066
N11 -2.12 -0.91 -1.18  0.0450
N12 -1.94 -0.10 -0.07  -0.0936
C22 -3.17 0.25 0.41  -0.2150
C23 -4.11 -0.38 -0.38  0.0702
C24 -3.43 -1.10 -1.36  -0.2148
C25 -3.99 -1.92 -2.47  0.0296
C26 -3.41 1.29 1.49  -0.5207
C27 -4.52 0.85 2.45  -0.0061
C28 -3.86 2.56 0.73  -0.0052
C29 -2.14 1.60 2.27  -0.0432
C30 0.99 3.59 -0.86  -0.5277
C31 2.38 3.12 -0.40  -0.0344
C32 0.07 3.98 0.30  -0.0332
C33 1.18 4.84 -1.73  -0.0374
H11 -1.10 1.90 -5.38  0.1018
H12 -2.22 0.76 -4.63  0.0962
H13 -0.63 0.21 -5.15  0.0962
H14 0.06 3.50 -3.61  0.1331
H15 -1.50 -1.19 -3.34  0.1310
H16 2.97 -3.12 -2.92  0.1496
H17 0.71 -4.23 -4.05  0.1061
H18 0.07 -2.74 -4.74  0.1098
H19 -0.87 -3.62 -3.53  0.0909
H20 2.71 0.45 0.31  0.0253
H21 4.39 0.17 0.73  0.1212
H22 3.19 -0.96 1.32  0.0690
H23 3.61 0.57 -2.13  0.0868
H24 4.48 -0.82 -2.81  0.1015
H25 5.23 0.15 -1.53  0.1074
H26 4.24 -3.00 0.25  0.0806
H27 5.58 -1.92 -0.16  0.1096
H28 4.84 -2.91 -1.41  0.0979
H29 -5.19 -0.31 -0.27  0.1498
H30 -4.98 -2.28 -2.19  0.1063
H31 -3.35 -2.78 -2.71  0.0913
H32 -4.10 -1.32 -3.38  0.1100
H33 -5.46 0.66 1.93  0.0982
H34 -4.70 1.65 3.17  0.1095
H35 -4.24 -0.05 3.01  0.0805
H36 -4.79 2.38 0.19  0.1017
H37 -3.10 2.89 0.02  0.0881
H38 -4.03 3.36 1.45  0.1073
H39 -1.86 0.80 2.94  0.0693
H40 -2.29 2.49 2.89  0.1216
H41 -1.31 1.84 1.59  0.0259
H42 2.33 2.17 0.11  0.0147
H43 2.84 3.86 0.27  0.1142
H44 3.04 3.00 -1.26  0.1037
H45 -0.23 3.11 0.89  0.0180
H46 -0.85 4.44 -0.07  0.1051
H47 0.56 4.70 0.97  0.1136
H48 1.82 4.63 -2.59  0.1020
H49 1.66 5.62 -1.14  0.1072
H50 0.23 5.23 -2.09  0.1009

***

No. 4
Formula: H14LiO7
Source: the OMol25 dataset
Level of theory: ωB97M-V/def2-TZVPD

* net charge: +1
* relative energy (zero: lowest compared OMol25 entry of this formula, charge and spin): 237.17 kJ/mol
* strongest force on any atom: 0.1563 Eh/bohr
* E: -542.4038 hartree

Last column: natural (NBO) charge in e.
CARTESIAN COORDINATES (ANGSTROEM)
Li1 33.61 7.13 50.68  0.8937
O1 32.79 5.58 49.25  -0.9478
H1 33.04 4.61 49.44  0.5045
H2 31.96 5.47 49.08  0.4640
O2 32.81 5.63 52.62  -0.9495
H3 33.08 5.92 53.43  0.4905
H4 31.90 5.88 52.65  0.4529
O3 31.77 8.58 50.46  -0.9776
H5 31.07 7.89 50.14  0.4991
H6 31.86 9.26 49.84  0.4961
O4 34.37 8.69 49.16  -0.9661
H7 34.43 8.52 48.20  0.4945
H8 35.35 9.03 49.13  0.4866
O5 34.36 8.36 52.33  -0.9617
H9 34.86 9.22 51.92  0.5260
H10 33.50 8.68 52.60  0.5175
O6 35.40 5.84 50.83  -0.9560
H11 35.61 5.88 49.93  0.4755
H12 36.19 6.29 51.35  0.5007
O7 34.51 6.58 54.10  -0.9882
H13 34.72 7.34 53.31  0.4824
H14 34.40 7.27 54.78  0.4630